5 unconnected molecules or ions with the total composition C2H13O4S in a non-equilibrium geometry. Source: the OMol25 dataset; level of theory: ωB97M-V/def2-TZVPD.

XYZ file:
```
20
Properties=species:S:1:pos:R:3:nbo_charge:R:1
C 1.011 1.418 -2.115 -0.63
C -0.007 0.509 -1.588 -0.50
S 0.294 -0.503 -0.025 -0.73
H 1.478 0.990 -3.050 0.19
H 0.668 2.387 -2.548 0.20
H 1.832 1.686 -1.408 0.22
H -1.020 0.925 -1.354 0.21
H -0.165 -0.259 -2.351 0.19
H -0.226 -1.950 1.236 0.49
H 0.128 -1.304 2.735 0.47
O -0.466 -2.083 2.239 -1.00
H -0.704 -1.892 -1.185 0.49
H -1.268 -3.265 -0.655 0.46
O -0.890 -2.857 -1.425 -1.00
H 2.072 0.741 1.857 0.49
H 1.216 1.732 2.362 0.47
O 2.209 1.479 2.495 -0.97
H -1.422 0.617 1.170 0.50
H -2.514 0.508 2.138 0.46
O -2.227 1.121 1.471 -0.99
```

Values from the calculation:
Energy above the lowest of the compared OMol25 structures with the same formula, charge and spin: 38.24 kcal/mol
E_HOMO: -4.03 eV
Charge: -1